Record 1
# C32H25N2O2PRuS2

A structure of composition C32H25N2O2PRuS2 (ωB97M-V/def2-TZVPD, OMol25).

```
! RIJCOSX wB97M-V def2-TZVPD def2/J DEFGRID3
* xyz 1 2
Ru -0.19193 1.47529 -0.08255
S -0.13723 3.64959 -1.51345
C -1.78383 3.65579 -1.09645
N -2.30093 2.64419 -0.43835
C -3.64713 2.77099 -0.28345
C -4.51793 1.84119 0.28695
C -5.85673 2.14859 0.36765
C -6.35323 3.36439 -0.11535
C -5.52003 4.28619 -0.72075
C -4.17083 3.98389 -0.81025
S -2.90213 4.92849 -1.52955
H -4.13713 0.89049 0.63005
H -6.53923 1.43339 0.79795
H -7.40633 3.58119 -0.02835
H -5.90533 5.20949 -1.12585
O -3.70793 -1.03121 0.88155
C -2.57623 -1.17591 0.47215
O -1.61803 -0.32341 0.54465
C -2.14863 -2.46301 -0.17935
C -2.93323 -3.60361 -0.11745
C -2.45713 -4.77671 -0.67765
C -1.21953 -4.79451 -1.30415
C -0.45233 -3.64601 -1.39165
C -0.91063 -2.46601 -0.81465
P 0.09277 -0.95741 -0.73035
C 1.31457 -1.29451 -2.06535
C 0.77567 -1.46871 -3.34055
C 1.59757 -1.77391 -4.40755
C 2.96947 -1.86121 -4.21675
C 3.51497 -1.62831 -2.96385
C 2.69247 -1.33861 -1.88915
C 1.02897 -1.24491 0.81315
C 0.97407 -0.33361 1.86785
C 1.75837 -0.52751 2.99215
C 2.57617 -1.64201 3.08535
C 2.58677 -2.58311 2.06595
C 1.82147 -2.38401 0.93095
H -3.89833 -3.55521 0.36475
H -3.05093 -5.67631 -0.63145
H -0.84703 -5.71161 -1.73575
H 0.50177 -3.67511 -1.89595
H -0.29623 -1.37571 -3.47095
H 1.17087 -1.94401 -5.38445
H 3.61497 -2.10411 -5.04605
H 4.58517 -1.67831 -2.82035
H 3.12397 -1.18251 -0.90995
H 0.26917 0.52309 1.84865
H 1.72867 0.19059 3.79695
H 3.19337 -1.77771 3.96065
H 3.18177 -3.47751 2.16395
H 1.82947 -3.11251 0.13205
N 2.24707 1.89419 -0.36395
C 2.62167 2.10129 0.98865
C 3.76357 1.51579 1.52285
C 4.11377 1.75459 2.84055
C 3.32677 2.57339 3.63405
C 2.16357 3.12969 3.11755
C 1.80197 2.89029 1.80315
H 2.19757 2.77339 -0.87945
H 2.88427 1.26249 -0.84245
H 4.38027 0.88649 0.89825
H 5.01547 1.31659 3.24095
H 3.61767 2.78679 4.65165
H 1.54747 3.76499 3.73755
H 0.90237 3.36189 1.38485
*
```

- LUMO energy (spin up / spin down): -5.44 / -4.17 eV
- Relative energy (zero: lowest compared OMol25 entry of this formula, charge and spin): 92.2 kcal per mole
- E_HOMO (spin up / spin down): -10.7 / -10.7 eV
- Kohn-Sham gap (spin up / spin down): 5.250 / 6.547 eV

---

Record 2
# C32H25N2PPdS

A structure of composition C32H25N2PPdS (ωB97M-V/def2-TZVPD, OMol25).

```
! RIJCOSX wB97M-V def2-TZVPD def2/J DEFGRID3
* xyz 0 3
Pd 14.22936 11.38651 5.85616
S 18.22229 10.22807 4.35942
C 17.29622 8.73533 4.69170
C 16.02711 8.95565 5.04327
C 15.77038 10.36257 5.10893
C 16.75382 11.16845 4.62288
C 16.53505 12.59596 4.62992
C 17.36773 13.72281 4.50330
C 16.79148 14.97813 4.53128
C 15.41480 15.16087 4.74560
C 14.61307 14.03632 4.86659
N 15.24999 12.85367 4.96029
H 17.81896 7.78270 4.68497
H 15.28599 8.18220 5.14773
H 18.40462 13.52318 4.32393
H 17.35643 15.85300 4.42446
H 14.86786 16.09441 4.81274
H 13.51688 14.02602 4.90205
C 8.03290 9.04275 4.27394
C 8.17675 8.86987 5.66796
C 9.18241 9.57190 6.36656
C 10.09021 10.38682 5.63654
C 9.72123 10.73063 4.28672
C 8.72461 10.05466 3.61790
P 11.64396 11.07647 6.30148
C 11.12826 12.13912 7.67990
C 11.97431 12.21184 8.75613
C 11.41424 12.88381 9.87261
C 10.29492 13.73625 9.74835
C 9.66881 13.85888 8.48408
C 9.99942 12.99014 7.46824
C 12.52411 9.63998 7.14429
C 12.04089 8.42298 7.61728
C 12.91266 7.54670 8.29523
C 14.26528 7.86704 8.40929
C 14.76829 9.06328 7.79291
C 13.87084 9.88482 7.06765
H 7.38831 8.39523 3.64226
H 7.56751 8.17858 6.22491
H 9.30227 9.39815 7.43517
H 10.27446 11.52250 3.81452
H 8.60070 10.18767 2.58866
H 12.93956 11.75265 8.77127
H 11.79045 12.75790 10.86577
H 9.89724 14.19910 10.64914
H 8.74823 14.54470 8.29167
H 9.47349 13.11642 6.51646
H 11.08727 8.09312 7.20760
H 12.55368 6.51050 8.60014
H 15.01336 7.19392 8.83070
H 15.77993 9.35366 7.81271
C 16.67485 9.89733 11.20910
C 16.87507 8.66086 11.74230
C 18.16592 8.17024 11.88804
N 19.21776 8.82173 11.43610
C 19.06166 10.07344 11.03404
C 17.80642 10.68072 10.94886
H 15.63508 10.34530 11.12392
H 16.01730 8.05739 12.02842
H 18.37723 7.12713 12.14357
H 19.96286 10.68233 10.89543
H 17.77710 11.67138 10.50029
*
```

- LUMO energy (spin up / spin down): 0.08 / -1.64 eV
- Relative energy (zero: lowest compared OMol25 entry of this formula, charge and spin): 45.9 kcal per mole
- E_HOMO (spin up / spin down): -5.1 / -8.0 eV
- Kohn-Sham gap (spin up / spin down): 5.204 / 6.310 eV

---

We obtain max |F| values of 0.05273; 0.05379 Eh/bohr for the records listed above, in that order.